Record 1
ORCA calculation (ωB97M-V with the def2-TZVPD basis set) on 3 unconnected molecules or ions with the total composition C28H65BrFN9O9P3S2 at a distorted geometry.

charge = +1
maximum force = 0.15049 Eh/bohr
total energy = -6769.6651 a.u.
E_LUMO = -2.35 eV

Atoms and positions in Å:
1 C -2.1520 3.0143 4.2948
2 C -2.4210 1.5141 4.5162
3 O -3.5776 1.2243 4.6956
4 N -1.5158 0.4471 4.4859
5 C -2.0806 -0.8526 4.7835
6 C -0.1000 0.6791 4.3482
7 C 0.3706 1.5253 5.6363
8 C -0.3915 1.2616 6.9647
9 C -1.2169 2.4777 7.5122
10 S -0.1865 3.9873 7.6881
11 C 0.8473 -0.5600 4.3337
12 C 1.0904 -1.2670 5.7129
13 C 1.3672 -2.7911 5.3460
14 C 2.4940 -3.4725 6.2558
15 O 2.6416 -3.0349 4.7527
16 N 2.1831 -0.3900 3.6823
17 C 2.6329 0.9712 3.2679
18 F 3.4264 1.4144 4.3034
19 S 3.9041 0.6788 1.9237
20 C 3.2526 -0.0252 0.3994
21 O 4.7744 1.8056 1.7299
22 O 4.7436 -0.3717 2.4960
23 C 1.5315 2.0459 3.0089
24 C 1.7147 2.9083 1.6900
25 C 2.6998 4.0904 1.8960
26 O 3.4791 4.3376 1.0390
27 O 2.6292 4.8674 2.9988
28 N 0.1704 1.4625 3.1221
29 P -0.2774 0.8441 1.5745
30 O 0.2800 -0.7678 1.4244
31 Br -2.5156 0.4839 1.4193
32 H -1.5758 3.5153 5.0913
33 H -1.6338 3.1815 3.3299
34 H -3.1130 3.5534 4.2163
35 H -2.6127 -0.8143 5.7615
36 H -2.8816 -1.0886 4.0492
37 H -1.4232 -1.7326 4.8200
38 H 0.2825 2.5989 5.3646
39 H 1.4552 1.3924 5.8386
40 H 0.3648 1.0740 7.7577
41 H -1.0739 0.3940 6.9922
42 H -2.1674 2.6341 6.9763
43 H -1.4991 2.1801 8.5438
44 H -0.5588 4.4805 8.8999
45 H 0.3195 -1.3546 3.7615
46 H 0.1848 -1.2976 6.3372
47 H 1.9928 -0.9139 6.2417
48 H 0.4998 -3.4290 5.0520
49 H 3.3936 -2.9024 6.5092
50 H 2.4641 -4.5251 5.9432
51 H 2.9055 -0.7451 4.3362
52 H 2.2718 -1.0078 2.8587
53 H 2.2956 0.3824 0.0381
54 H 3.0807 -1.1111 0.5636
55 H 4.0721 0.0259 -0.3660
56 H 1.6827 2.8411 3.7716
57 H 0.7609 3.4251 1.4468
58 H 1.9928 2.3396 0.7971
59 H 3.1860 5.6471 2.8281
60 H 0.3864 -0.8875 0.4628
61 O 2.7640 -2.0614 -3.0656
62 P 3.6455 -2.1648 -4.3074
63 N 4.5245 -0.7181 -4.0222
64 C 4.4627 0.5213 -4.7673
65 C 5.2829 -0.6373 -2.7884
66 N 2.3757 -1.9452 -5.4430
67 C 2.3510 -0.9729 -6.5211
68 C 1.0108 -2.1864 -4.9806
69 N 4.6910 -2.5597 -5.6710
70 C 4.4145 -3.9409 -6.1523
71 C 6.1497 -2.4874 -5.4758
72 H 4.5933 0.3603 -5.8389
73 H 5.2738 1.1985 -4.4921
74 H 3.5187 1.0504 -4.5913
75 H 6.2433 -1.1608 -2.8854
76 H 4.7400 -1.0986 -1.9568
77 H 5.4992 0.3897 -2.4882
78 H 2.0880 0.0283 -6.1633
79 H 1.6091 -1.2566 -7.2734
80 H 3.2938 -0.9267 -7.0639
81 H 0.6253 -1.3384 -4.4022
82 H 0.9595 -3.0811 -4.3636
83 H 0.3381 -2.3576 -5.8243
84 H 4.6846 -4.6878 -5.4003
85 H 4.9678 -4.1464 -7.0694
86 H 3.3593 -4.0734 -6.3876
87 H 6.4777 -3.0667 -4.6086
88 H 6.4914 -1.4598 -5.3630
89 H 6.6680 -2.8672 -6.3580
90 O -3.2492 -0.3958 -2.9093
91 P -4.6160 0.2506 -3.0908
92 N -5.5228 -1.0317 -2.3987
93 C -6.4172 -1.9492 -3.0711
94 C -5.2391 -1.3801 -1.0160
95 N -4.6094 0.1941 -4.8092
96 C -5.6522 -0.3642 -5.6511
97 C -3.3177 0.0307 -5.4701
98 N -6.0691 1.2446 -3.2090
99 C -5.7141 2.6354 -3.5997
100 C -6.9271 1.3685 -2.0186
101 H -7.1544 -1.4260 -3.6838
102 H -7.0126 -2.5257 -2.3604
103 H -5.8670 -2.6634 -3.6944
104 H -5.7541 -0.6914 -0.3299
105 H -4.1681 -1.3225 -0.7994
106 H -5.5533 -2.3922 -0.7608
107 H -5.5971 -1.4568 -5.7008
108 H -5.5606 0.0147 -6.6736
109 H -6.6500 -0.0668 -5.3326
110 H -2.9812 -1.0127 -5.4445
111 H -2.5577 0.6535 -5.0021
112 H -3.3718 0.3468 -6.5149
113 H -5.1282 3.1327 -2.8206
114 H -6.6130 3.2219 -3.7945
115 H -5.1265 2.6502 -4.5169
116 H -6.3629 1.6821 -1.1356
117 H -7.4429 0.4364 -1.7942
118 H -7.7183 2.0990 -2.1974

Force components x, y, z for each atom (eV/Å):
0.818 0.261 -0.697
-0.815 0.577 0.005
-0.721 -0.457 0.320
1.349 -0.041 -0.644
-1.832 -0.707 0.305
1.886 1.713 2.194
0.213 0.541 -0.517
0.146 0.750 0.872
-0.184 -0.864 1.071
-0.003 0.049 -0.209
-2.452 -2.055 1.029
0.064 -2.038 -1.431
2.645 0.633 2.686
-0.898 0.370 -5.248
-2.053 0.739 -0.267
0.145 0.298 -0.385
0.317 1.320 0.105
-0.329 -0.281 -0.565
5.054 -1.214 -0.059
-0.649 -0.756 -0.398
-2.195 1.083 -0.474
-2.099 -0.744 0.228
-0.405 0.823 -0.315
-0.175 0.612 1.300
0.303 -0.369 -0.363
0.623 0.358 -1.142
-0.994 -0.709 0.237
0.056 -1.424 -0.811
-0.569 -0.066 -1.607
-0.110 1.039 0.668
0.820 0.083 0.436
-0.117 -0.385 -0.374
-0.110 -0.079 0.598
0.308 -0.740 0.212
0.369 -0.010 -0.528
0.533 0.148 0.348
0.281 0.781 -0.225
-0.063 -0.608 0.257
-0.576 -0.014 -0.302
-0.363 -0.017 -0.534
0.323 0.333 -0.428
0.569 0.159 0.065
0.043 0.221 -0.610
-0.153 -0.516 -0.478
0.505 0.726 -0.158
0.521 0.523 -0.133
-0.631 0.176 -0.029
0.841 0.496 0.107
-0.777 -0.536 1.673
0.441 -0.026 2.001
-0.017 -0.027 -0.370
-0.346 -0.004 0.299
0.653 0.282 0.050
0.199 0.646 0.183
-0.649 0.430 0.861
-0.243 -0.922 0.043
0.329 -0.565 0.334
0.177 0.462 0.338
0.049 -0.287 0.023
-0.133 -0.228 0.272
1.744 -3.403 0.721
-2.767 6.647 -2.695
0.966 0.494 0.566
-0.101 -0.150 -0.500
-0.074 -0.435 0.201
-0.495 -0.396 0.047
0.359 -0.225 -0.574
-0.013 -0.044 0.366
0.459 -2.880 1.922
-0.389 -0.152 -0.473
0.366 0.476 0.099
-0.189 -0.023 -0.028
0.021 -0.181 0.217
0.002 0.079 -0.156
0.101 0.085 0.196
0.008 -0.142 -0.086
-0.070 0.052 -0.232
-0.006 0.022 -0.006
-0.079 -0.078 0.153
0.099 0.037 0.232
-0.103 -0.065 0.036
0.030 0.147 0.098
0.203 0.120 -0.152
0.188 -0.051 -0.133
0.109 0.118 0.090
0.000 0.207 0.118
0.139 -0.043 -0.095
-0.245 0.023 0.185
-0.251 -0.188 0.000
0.551 3.369 2.100
-2.369 -5.907 -4.402
-0.436 -0.406 1.051
-0.212 0.301 -0.420
0.425 0.426 0.130
0.453 0.299 -0.337
-0.522 0.449 -0.108
0.262 -0.079 0.233
1.962 2.162 1.868
-0.014 0.203 -0.578
-0.336 -0.409 0.273
0.109 -0.005 -0.153
0.198 0.098 0.181
-0.131 -0.025 -0.101
-0.014 -0.112 0.173
0.005 0.016 -0.065
-0.074 0.012 -0.219
-0.013 -0.019 -0.008
0.179 0.010 0.052
0.076 -0.092 0.228
0.117 0.029 -0.023
-0.004 -0.169 0.082
-0.283 -0.022 0.033
-0.189 0.129 0.052
-0.051 -0.112 0.129
0.006 -0.231 0.059
-0.139 0.089 0.049
0.284 -0.127 -0.051
0.230 0.133 -0.163

Löwdin population analysis, charges in e, atoms 1 to 8: C 0.01; C -0.53; O 0.06; N -0.07; C -0.05; C -0.37; C -0.11; C -0.24



Record 2
ORCA calculation (ωB97M-V with the def2-TZVPD basis set) on a molecular structure, C28H65CaN2O12S3 at a distorted geometry.

relative energy (zero: lowest compared OMol25 entry of this formula, charge and spin) = 2.537 eV
charge = +1
maximum force = 0.10990 Eh/bohr
total energy = -3990.1966 a.u.
E_LUMO = -3.98 eV

Atoms and positions in Å:
1 Ca 4.2739 -2.2435 0.0702
2 C 0.6271 -0.0142 -0.2524
3 C 1.8891 -0.7962 -0.0994
4 O 2.9003 -0.4745 -0.7535
5 O 2.0042 -1.7039 0.7709
6 H 0.6053 0.9944 0.1604
7 H -0.2217 -0.4457 0.2781
8 H 0.3508 0.1873 -1.2874
9 C -1.7754 1.5664 3.0746
10 C -2.8385 0.4504 2.8340
11 C -4.1392 0.8744 3.5480
12 O -3.0437 0.3361 1.3655
13 H -0.8945 1.2817 2.4992
14 H -1.3383 1.5275 4.0723
15 H -2.0682 2.5878 2.8315
16 H -2.6048 -0.5308 3.2474
17 H -4.9598 0.2648 3.1698
18 H -4.4491 1.9042 3.3705
19 H -4.0997 0.7603 4.6313
20 H -2.6263 1.0923 0.9466
21 C 1.6750 -0.2316 -4.0123
22 C 2.1712 1.1599 -4.1430
23 C 1.0457 2.1737 -4.1287
24 O 3.0681 1.4981 -3.0689
25 H 2.4300 -1.0165 -4.0575
26 H 0.9888 -0.3099 -4.8555
27 H 1.0630 -0.5223 -3.1584
28 H 2.7951 1.3225 -5.0219
29 H 0.3116 1.8088 -3.4103
30 H 0.4678 2.1932 -5.0527
31 H 1.2912 3.2179 -3.9348
32 H 2.9965 0.7566 -2.4633
33 C -4.0411 3.5558 -0.0053
34 C -3.7602 2.3992 -0.9357
35 C -3.8861 2.6892 -2.3986
36 O -5.2468 3.0939 -2.7092
37 C -6.2086 1.9893 -2.7751
38 N -2.3327 2.1278 -0.6449
39 H -5.0968 3.8264 -0.0287
40 H -3.4571 4.4647 -0.1497
41 H -3.9368 3.2316 1.0301
42 H -4.3743 1.5399 -0.6665
43 H -3.5772 1.8608 -3.0360
44 H -3.2716 3.5547 -2.6466
45 H -5.8845 1.0751 -3.2724
46 H -7.1298 2.3913 -3.1969
47 H -6.3468 1.6961 -1.7344
48 H -1.9847 1.3009 -1.1089
49 H -1.8319 2.9030 -1.0552
50 C 2.6536 5.1671 -1.6584
51 C 2.2772 4.5074 -0.4239
52 C 0.9283 3.7189 -0.5531
53 O -0.1982 4.5111 -0.9550
54 C -0.5461 5.5181 -0.0213
55 N 3.3065 3.6044 -0.0276
56 H 2.9701 4.5287 -2.4832
57 H 3.5723 5.7434 -1.5488
58 H 1.8885 5.8357 -2.0529
59 H 2.1028 5.1856 0.4113
60 H 0.7415 3.2586 0.4171
61 H 1.1045 2.8482 -1.1848
62 H 0.2264 6.2837 0.0508
63 H -0.6771 5.1748 1.0049
64 H -1.4922 5.9721 -0.3161
65 H 3.3322 3.0325 -0.8596
66 H 2.9050 3.0508 0.7156
67 C -3.5133 -3.0796 -0.6000
68 C -2.0396 -3.0838 -0.2231
69 C -1.2007 -2.8834 -1.4038
70 S -2.1282 -1.5949 -2.4092
71 O -2.2073 -2.2639 -3.7099
72 O -1.6147 -0.2439 -2.2157
73 C -3.7153 -1.8117 -1.4475
74 H -4.1978 -2.9914 0.2437
75 H -3.8196 -4.0071 -1.0837
76 H -1.7614 -3.9978 0.3017
77 H -1.8497 -2.2497 0.4524
78 H -1.2679 -3.7975 -1.9937
79 H -0.1645 -2.5667 -1.2854
80 H -4.6298 -1.7288 -2.0349
81 H -3.7288 -0.9669 -0.7588
82 C 1.8899 -7.4057 0.2023
83 C 1.3700 -6.4555 1.2889
84 C 0.9930 -5.1314 0.5664
85 S 2.0435 -4.9279 -0.9542
86 O 3.0928 -3.9668 -0.7463
87 O 1.1638 -5.0063 -2.0900
88 C 2.8458 -6.5783 -0.6941
89 H 1.0470 -7.7958 -0.3682
90 H 2.4804 -8.1871 0.6804
91 H 2.2078 -6.2885 1.9659
92 H 0.5189 -6.8101 1.8701
93 H 1.0592 -4.1759 1.0868
94 H -0.0457 -5.1749 0.2391
95 H 3.7701 -6.5344 -0.1182
96 H 3.1019 -6.9206 -1.6968
97 C 3.2225 -1.4491 5.1766
98 C 4.6948 -1.6042 5.1050
99 C 5.1905 -0.2158 4.5557
100 S 4.1003 0.0247 3.0390
101 O 4.6110 -0.8154 1.9178
102 O 3.8669 1.4464 2.8790
103 C 2.7536 -0.8993 3.8374
104 H 2.8264 -0.7417 5.9052
105 H 2.6958 -2.3999 5.2582
106 H 4.9621 -2.4238 4.4380
107 H 5.0669 -2.0156 6.0433
108 H 6.2485 -0.2439 4.2952
109 H 4.9735 0.6546 5.1749
110 H 2.6096 -1.7172 3.1314
111 H 1.8542 -0.2836 3.8276

Force components x, y, z for each atom (eV/Å):
-1.520 1.767 0.323
-1.150 0.329 0.055
-0.110 0.741 1.175
1.530 -0.049 -1.495
-0.259 -1.090 0.407
0.953 0.084 0.281
0.049 -0.503 -0.223
0.191 -0.431 0.005
0.913 -1.778 0.087
-0.844 2.308 -0.720
-0.430 -0.286 -0.605
-0.232 -1.085 2.297
0.078 0.293 -0.572
-0.585 0.172 0.432
-0.309 -0.270 -0.084
0.611 0.005 -0.333
-0.061 -0.176 0.120
0.340 0.135 -0.253
0.268 -0.195 0.013
0.340 0.751 -0.466
-0.783 -1.080 -1.003
1.087 1.817 0.829
-1.211 -0.304 -0.291
0.003 -0.241 0.315
0.287 0.193 -0.406
0.000 -0.691 -0.201
-0.010 0.810 0.363
-0.243 -0.452 -0.409
-0.089 0.354 0.443
0.189 -0.197 -0.351
0.468 -0.273 0.244
0.217 0.040 0.607
-1.852 0.154 0.537
1.691 0.031 0.636
-1.859 0.876 -0.402
0.010 -1.241 -0.969
1.011 1.147 1.302
0.039 -0.596 0.120
-0.109 0.303 -0.390
0.196 -0.217 -0.310
0.474 -0.130 0.010
0.075 -0.071 0.175
0.042 -0.256 0.066
0.057 0.076 -0.074
0.369 0.282 -0.598
0.189 -0.126 0.012
-0.624 -0.168 0.093
-0.172 -0.127 -0.292
0.505 0.308 0.218
0.943 1.809 -1.994
-2.263 -0.430 1.322
0.440 0.788 0.356
0.328 -0.719 0.068
0.193 0.252 0.124
0.246 -0.479 -0.082
-0.514 -0.741 0.092
-0.062 0.375 0.451
-0.083 -0.010 0.072
0.209 0.543 -0.148
-0.297 0.153 0.559
-0.410 0.330 -0.825
-0.006 0.226 -0.276
-0.038 -0.624 0.106
0.153 -0.056 -0.266
0.767 -0.976 0.008
0.385 -0.501 0.321
-0.561 0.331 -0.498
-0.208 0.250 2.206
-0.250 0.552 -1.817
-0.308 -2.387 -0.026
-0.168 1.588 0.775
-0.407 -1.055 -0.682
0.671 0.395 0.104
0.338 0.020 0.302
0.194 0.076 -0.454
-0.115 -0.039 0.098
-0.193 0.046 0.415
0.329 0.320 -0.522
-0.148 0.029 0.223
0.374 -0.337 -0.419
0.186 0.152 0.074
-0.215 0.335 -0.601
0.755 1.285 -0.622
-0.171 0.628 -0.199
-1.987 -4.862 2.085
1.130 1.614 -0.445
0.997 0.917 -0.035
-0.315 0.174 0.053
0.174 -0.286 -0.025
-0.307 -0.272 -0.292
-0.106 0.181 0.267
0.107 -0.154 -0.200
0.288 -0.141 0.445
0.183 -0.134 -0.435
0.137 0.781 -0.178
-0.318 -0.413 0.095
-1.960 0.266 -0.773
0.692 0.687 0.140
0.255 -1.447 -0.776
1.028 0.048 2.148
-0.068 0.481 0.523
-0.034 -1.366 -0.551
-0.336 -0.155 -1.715
0.552 -0.282 0.559
0.055 -0.001 0.522
-0.023 0.230 -0.601
0.440 0.924 0.277
-0.122 0.253 -0.219
-0.105 -0.207 0.114
-0.295 0.082 -0.076
0.112 0.014 0.129

Löwdin population analysis, charges in e, atoms 1 to 8: Ca 1.64; C 0.01; C -0.71; O -0.12; O -0.15; H 0.08; H 0.08; H 0.05



Among the records above, which one has the lowest E_LUMO? C28H65CaN2O12S3



Among the records above, which one has the lowest E_LUMO? C28H65CaN2O12S3



Number 2 is which compound? C28H65CaN2O12S3